Computed, not measured: a structure of composition C27H37IN3OPRuSSi2Te at a distorted geometry, with the ωB97M-V functional and the def2-TZVPD basis.

Geometry as XYZ:
```
75
C27H37IN3OPRuSSi2Te (the ωB97M-V functional and the def2-TZVPD basis)
Ru 0.250 -0.121 0.075
C -0.820 2.659 2.596
Si -0.026 0.944 2.269
C 1.605 1.135 3.265
C -1.186 -0.136 3.339
C -1.360 0.088 4.711
C -2.319 -0.607 5.434
C -3.114 -1.554 4.793
C -2.939 -1.794 3.438
C -1.983 -1.088 2.697
Si -1.697 -1.367 0.835
C -3.412 -1.027 0.056
C -1.500 -3.263 0.778
H -1.077 2.726 3.657
H -1.741 2.814 2.019
H -0.118 3.460 2.353
H 1.524 1.994 3.942
H 2.464 1.309 2.615
H 1.806 0.244 3.860
H -0.730 0.815 5.217
H -2.448 -0.417 6.494
H -3.861 -2.105 5.355
H -3.557 -2.541 2.945
H -4.198 -1.378 0.731
H -3.526 -1.545 -0.900
H -3.570 0.041 -0.104
H -2.438 -3.731 1.105
H -0.708 -3.568 1.466
H -1.257 -3.646 -0.214
Te 2.038 -1.665 1.271
C 3.047 -3.535 1.278
C 3.003 -4.566 0.381
C 3.818 -5.672 0.750
C 4.466 -5.465 1.928
S 4.089 -3.924 2.590
H 2.400 -4.524 -0.516
H 3.917 -6.575 0.163
H 5.143 -6.122 2.452
I 0.065 -1.720 -2.201
C 1.522 1.713 -2.824
P 2.023 1.020 -1.197
C 3.378 -0.041 -1.862
C 3.077 2.348 -0.502
C 4.086 2.013 0.398
C 4.898 2.995 0.947
C 4.707 4.329 0.616
C 3.706 4.673 -0.282
C 2.896 3.690 -0.833
H 0.624 2.322 -2.750
H 1.313 0.865 -3.474
H 2.344 2.302 -3.235
H 4.123 0.581 -2.364
H 2.958 -0.747 -2.579
H 3.859 -0.611 -1.069
H 4.243 0.973 0.664
H 5.686 2.721 1.638
H 5.331 5.096 1.059
H 3.557 5.711 -0.556
H 2.112 3.968 -1.525
C -1.391 5.183 -0.266
N -1.812 3.880 -0.761
C -3.078 3.710 -1.188
C -3.440 2.547 -1.753
C -2.486 1.491 -1.798
N -1.337 1.557 -1.154
C -0.947 2.776 -0.646
O 0.130 2.974 -0.125
N -2.653 0.429 -2.601
H -1.750 5.960 -0.941
H -0.307 5.202 -0.226
H -1.782 5.374 0.734
H -3.757 4.535 -1.020
H -4.422 2.428 -2.188
H -3.606 0.136 -2.755
H -1.999 -0.342 -2.416
```

The value obtained for the HOMO-LUMO gap (spin up / spin down) is 6.4 / 5.8 eV. The value obtained for the HOMO energy (spin up / spin down) is -0.1499 / -0.1460 Eh. As for the multiplicity: 2. The LUMO energy (spin up / spin down) is 2.285 / 1.796 eV. The net charge is -1.